Below is a structure of composition C19H19F2NZn, with properties calculated with ωB97M-V with the def2-TZVPD basis set.

Values from the calculation:
HOMO-LUMO gap (spin up / spin down), Ha: 0.256 / 0.203
Maximum force, Eh/bohr: 0.1091
E_tot, a.u.: -2768.9896
Energy relative to the best compared isomer or geometry (same formula, charge and spin), kJ/mol: 87.7

Structure (XYZ):
```
42
C19H19F2NZn (ωB97M-V with the def2-TZVPD basis set)
C -1.363 1.704 -2.690
C -2.235 0.084 0.183
C -1.576 0.273 -2.204
H -0.291 1.908 -2.844
C -2.203 -1.294 -0.228
H -2.511 0.158 1.254
H -2.655 0.104 -2.400
H -2.662 -2.001 0.476
C -0.908 -1.004 -2.395
H 0.114 -1.074 -1.981
H -0.882 -1.297 -3.456
C -1.811 2.335 -1.312
H -2.335 3.283 -1.488
H -0.917 2.569 -0.717
C -2.748 1.380 -0.475
H -3.640 1.163 -1.080
H -3.107 1.994 0.362
C -1.906 -1.939 -1.575
H -2.827 -2.086 -2.167
H -1.468 -2.935 -1.429
Zn -0.570 -0.691 0.374
H -1.878 2.134 -3.542
F 3.075 -4.540 -0.535
C 2.790 -3.294 -0.023
C 1.503 -2.775 -0.212
C 1.214 -1.540 0.343
C 2.165 -0.801 1.051
C 3.446 -1.387 1.198
F 4.423 -0.753 1.939
C 3.784 -2.625 0.678
C 1.733 0.467 1.661
C 2.563 1.362 2.338
C 2.021 2.487 2.950
C 0.645 2.704 2.879
C -0.142 1.797 2.163
N 0.401 0.720 1.563
H 0.762 -3.343 -0.775
H 4.773 -3.049 0.828
H 3.620 1.141 2.375
H 2.670 3.181 3.478
H 0.161 3.552 3.359
H -1.224 1.928 2.076
```



Below is a structure of composition C64H64AsAuIN4OPS, with properties calculated with ωB97M-V with the def2-TZVPD basis set.

Values from the calculation:
HOMO-LUMO gap, Ha: 0.211
Maximum force, Eh/bohr: 0.0034
E_tot, a.u.: -6179.7190
Charge: +2
Energy relative to the best compared isomer or geometry (same formula, charge and spin), kJ/mol: 0.0

Structure (XYZ):
```
138
C64H64AsAuIN4OPS (ωB97M-V with the def2-TZVPD basis set)
Au -0.208 0.274 0.571
O 0.918 -1.207 1.648
S 1.374 -0.818 3.062
C 2.952 -1.662 3.271
C 4.005 -1.094 2.366
C 4.701 0.057 2.724
C 5.707 0.547 1.907
C 6.021 -0.108 0.723
C 5.319 -1.246 0.353
C 4.313 -1.738 1.173
C 0.345 -1.846 4.146
C 0.494 -3.323 3.940
C 0.100 -3.919 2.743
C 0.286 -5.279 2.547
C 0.851 -6.059 3.548
C 1.231 -5.475 4.747
C 1.058 -4.111 4.939
H 2.775 -2.722 3.089
H 3.204 -1.515 4.324
H 4.471 0.558 3.658
H 6.261 1.428 2.203
H 6.820 0.262 0.095
H 5.569 -1.762 -0.565
H 3.783 -2.645 0.904
H -0.665 -1.489 3.930
H 0.600 -1.544 5.164
H -0.349 -3.312 1.967
H -0.014 -5.735 1.612
H 0.994 -7.121 3.394
H 1.667 -6.078 5.532
H 1.364 -3.658 5.875
C -0.838 -1.576 -2.167
C -0.783 -2.751 -3.180
N 0.604 -3.036 -3.530
C 1.315 -3.490 -2.334
C 1.155 -2.449 -1.197
N 0.515 -1.229 -1.720
C 1.289 -0.754 -2.881
C 1.237 -1.810 -4.016
H -1.425 -1.839 -1.281
H -1.282 -0.680 -2.614
H -1.334 -2.516 -4.094
H -1.219 -3.659 -2.756
H 2.363 -3.631 -2.601
H 0.919 -4.464 -2.038
H 2.114 -2.169 -0.756
H 0.532 -2.830 -0.383
H 2.316 -0.578 -2.559
H 0.880 0.206 -3.203
H 2.239 -2.055 -4.372
H 0.667 -1.446 -4.873
C -1.509 3.331 0.684
C -2.305 3.000 1.939
As -2.503 4.478 3.252
C -0.617 4.999 3.308
C 0.002 5.835 2.379
C 1.339 6.177 2.523
C 2.076 5.681 3.592
C 1.474 4.836 4.513
C 0.131 4.506 4.374
C -3.226 5.833 2.051
C -4.106 5.493 1.026
C -4.703 6.479 0.252
C -4.431 7.817 0.497
C -3.570 8.165 1.529
C -2.977 7.180 2.305
P -1.425 1.885 -0.416
C -0.604 2.411 -1.947
C -1.111 2.119 -3.211
C -0.406 2.488 -4.348
C 0.809 3.148 -4.232
C 1.316 3.446 -2.974
C 0.616 3.079 -1.836
C -3.174 1.698 -0.915
C -3.726 2.808 -1.563
C -5.053 2.840 -1.945
C -5.869 1.754 -1.666
C -5.354 0.646 -1.019
C -4.011 0.610 -0.659
H -0.483 3.593 0.949
H -1.936 4.176 0.140
H -1.825 2.185 2.488
H -3.318 2.665 1.694
H -0.567 6.246 1.553
H 1.802 6.849 1.810
H 3.111 5.971 3.720
H 2.038 4.463 5.358
H -0.345 3.881 5.123
H -4.349 4.455 0.829
H -5.391 6.203 -0.538
H -4.898 8.586 -0.103
H -3.365 9.207 1.735
H -2.314 7.469 3.112
H -2.058 1.606 -3.321
H -0.810 2.262 -5.326
H 1.357 3.436 -5.119
H 2.259 3.968 -2.879
H 1.024 3.323 -0.861
H -3.097 3.664 -1.776
H -5.451 3.712 -2.447
H -6.916 1.770 -1.938
H -6.011 -0.177 -0.780
H -2.712 -0.263 0.696
N -3.504 -0.498 0.092
C -3.930 -1.736 0.160
C -3.549 -2.519 1.334
C -3.441 -1.893 2.582
C -3.191 -2.650 3.713
C -3.028 -4.026 3.605
C -3.118 -4.652 2.368
C -3.387 -3.906 1.235
C -4.737 -2.343 -0.895
C -4.440 -2.082 -2.238
C -5.177 -2.689 -3.234
C -6.235 -3.530 -2.901
C -6.544 -3.782 -1.571
C -5.786 -3.205 -0.565
H -3.622 -0.829 2.679
H -3.150 -2.172 4.683
H -2.837 -4.616 4.492
H -2.979 -5.721 2.289
H -3.457 -4.389 0.270
H -3.624 -1.418 -2.492
H -4.935 -2.509 -4.273
H -6.820 -3.994 -3.684
H -7.369 -4.433 -1.318
H -6.023 -3.399 0.473
I 4.801 1.565 -2.517
C 3.809 2.068 -0.762
C 4.036 3.279 -0.129
C 3.302 3.578 1.011
C 2.352 2.671 1.453
N 2.141 1.501 0.844
C 2.871 1.198 -0.226
H 4.769 3.976 -0.513
H 3.453 4.508 1.539
H 1.732 2.896 2.316
H 2.679 0.231 -0.675
```



Below is a cluster of 12 separate species, C6H32O12 in total, with properties calculated with ωB97M-V with the def2-TZVPD basis set.

Values from the calculation:
HOMO-LUMO gap, Ha: 0.288
Maximum force, Eh/bohr: 0.1508
E_tot, a.u.: -1150.5492
SMILES: CC(C)=C/C=C/O.O.O.O.O.O.O.O.O.O.O.O
Energy relative to the best compared isomer or geometry (same formula, charge and spin), kJ/mol: 481.6

Structure (XYZ):
```
50
C6H32O12 (ωB97M-V with the def2-TZVPD basis set)
C -1.098 -2.571 -0.272
C -0.461 -1.342 0.266
C -0.313 -1.471 1.798
C -0.280 -0.289 -0.523
C 0.053 1.042 0.051
C 0.622 1.991 -0.844
O 1.074 3.144 -0.437
H -1.382 -2.586 -1.347
H -0.551 -3.450 0.108
H -2.109 -2.737 0.012
H -1.234 -1.299 2.204
H 0.159 -0.656 2.179
H 0.172 -2.296 2.066
H -0.607 -0.351 -1.563
H -0.221 1.294 0.986
H 0.999 1.987 -1.806
H 1.026 3.524 0.400
O 2.987 -2.330 -1.089
H 3.248 -1.446 -1.552
H 3.668 -2.883 -1.441
O -1.664 1.835 3.137
H -2.444 1.395 3.335
H -0.916 1.609 3.725
O 3.135 -1.269 3.307
H 2.446 -1.634 2.725
H 3.725 -1.094 2.595
O 0.533 1.041 4.605
H 0.435 0.045 4.727
H 1.476 1.167 4.545
O 0.862 -2.942 -3.668
H 1.156 -3.244 -2.879
H -0.140 -3.068 -3.526
O -3.918 -1.146 -2.135
H -3.542 -0.313 -1.742
H -4.147 -0.816 -3.037
O -3.020 1.316 -1.364
H -3.113 2.322 -1.274
H -2.276 1.153 -0.749
O 3.744 0.304 -1.648
H 3.818 1.279 -1.715
H 3.424 0.099 -2.540
O -0.427 3.776 1.675
H -1.174 3.435 2.130
H 0.370 3.465 2.006
O -4.361 -0.167 0.925
H -4.520 -0.355 -0.035
H -3.415 0.056 0.903
O 2.422 -0.716 -3.832
H 1.727 -1.518 -3.858
H 1.871 0.002 -4.231
```



Below is the molecule C5H10N2O2, with properties calculated with ωB97M-V with the def2-TZVPD basis set.

Values from the calculation:
HOMO-LUMO gap, Ha: 0.365
Maximum force, Eh/bohr: 0.0819
E_tot, a.u.: -456.4238
SMILES: CC(C)=NOCC(N)=O
Energy relative to the best compared isomer or geometry (same formula, charge and spin), kJ/mol: 342.3

Structure (XYZ):
```
19
C5H10N2O2 (ωB97M-V with the def2-TZVPD basis set)
C -0.084 0.980 1.739
C -1.180 0.612 0.737
C -2.518 0.338 1.298
N -1.013 0.622 -0.570
O 0.236 1.023 -0.973
C 0.933 0.208 -1.920
C 1.951 -0.722 -1.269
N 1.685 -2.045 -1.282
O 3.097 -0.545 -0.900
H -0.082 0.298 2.573
H -0.376 1.913 2.219
H 0.894 1.196 1.269
H -2.567 0.866 2.261
H -3.264 0.616 0.503
H -2.622 -0.731 1.370
H 0.172 -0.491 -2.369
H 1.532 0.802 -2.670
H 0.747 -2.360 -1.001
H 2.459 -2.580 -1.016
```



Below is a cluster of 5 separate species, C33H36N5O15PS in total, with properties calculated with ωB97M-V with the def2-TZVPD basis set.

Values from the calculation:
HOMO-LUMO gap, Ha: 0.340
Maximum force, Eh/bohr: 0.0142
E_tot, a.u.: -3420.7391
SMILES: C=CC[C@@]1(CP(=O)(O)O)OS(=O)(=O)O[C@@H]1N=C(C)C.O=[N+]([O-])c1ccccc1.O=[N+]([O-])c1ccccc1.O=[N+]([O-])c1ccccc1.O=[N+]([O-])c1ccccc1

Structure (XYZ):
```
91
C33H36N5O15PS (ωB97M-V with the def2-TZVPD basis set)
C 8.749 -3.080 -0.080
C 7.764 -3.480 -0.881
C 6.374 -3.776 -0.403
C 5.299 -2.929 -1.110
C 5.372 -1.482 -0.626
P 5.302 -0.070 -1.781
O 4.876 1.137 -1.073
O 4.433 -0.442 -3.043
O 6.777 0.055 -2.400
O 5.518 -3.005 -2.539
S 4.783 -4.275 -3.170
O 5.643 -5.403 -3.081
O 4.229 -3.894 -4.417
O 3.644 -4.356 -2.103
C 3.900 -3.584 -0.887
N 2.851 -2.636 -0.835
C 2.066 -2.538 0.164
C 2.215 -3.254 1.481
C 0.900 -1.607 -0.010
H 9.743 -2.896 -0.465
H 8.594 -2.945 0.986
H 7.960 -3.602 -1.941
H 6.156 -4.834 -0.571
H 6.312 -3.571 0.668
H 4.581 -1.276 0.091
H 6.325 -1.353 -0.112
H 4.249 -1.379 -3.174
H 7.306 0.611 -1.817
H 3.929 -4.323 -0.087
H 3.215 -3.646 1.639
H 1.521 -4.100 1.503
H 1.936 -2.609 2.314
H 0.212 -1.663 0.831
H 1.285 -0.590 -0.059
H 0.411 -1.870 -0.943
O 0.974 -0.762 3.215
N 0.585 0.343 2.871
O 1.010 0.935 1.901
C -0.482 0.973 3.659
C -0.955 0.324 4.786
C -1.975 0.924 5.507
C -2.510 2.138 5.091
C -2.012 2.766 3.958
C -0.984 2.189 3.234
H -0.536 -0.625 5.084
H -2.359 0.437 6.393
H -3.303 2.604 5.659
H -2.421 3.712 3.635
H -0.585 2.662 2.349
O -1.353 -3.460 -1.624
N -2.007 -3.001 -2.539
O -2.959 -2.258 -2.407
C -1.595 -3.352 -3.912
C -0.495 -4.173 -4.085
C -0.107 -4.490 -5.377
C -0.817 -3.989 -6.460
C -1.916 -3.164 -6.260
C -2.315 -2.836 -4.974
H 0.047 -4.544 -3.228
H 0.754 -5.125 -5.535
H -0.510 -4.241 -7.466
H -2.464 -2.773 -7.106
H -3.165 -2.195 -4.791
O -4.521 6.444 7.227
N -4.338 5.914 6.152
O -3.423 5.147 5.911
C -5.292 6.219 5.068
C -6.296 7.139 5.315
C -7.191 7.426 4.297
C -7.076 6.791 3.067
C -6.066 5.864 2.845
C -5.160 5.573 3.852
H -6.367 7.616 6.281
H -7.981 8.145 4.467
H -7.780 7.018 2.277
H -5.982 5.357 1.894
H -4.373 4.851 3.701
O -3.398 2.467 1.205
N -4.038 2.881 0.259
O -4.969 3.660 0.349
C -3.656 2.416 -1.085
C -2.622 1.504 -1.206
C -2.271 1.076 -2.476
C -2.948 1.560 -3.587
C -3.984 2.473 -3.439
C -4.348 2.910 -2.176
H -2.108 1.142 -0.327
H -1.466 0.364 -2.599
H -2.666 1.221 -4.575
H -4.509 2.847 -4.307
H -5.148 3.621 -2.034
```



Below is the molecule C5H7O6P, with properties calculated with ωB97M-V with the def2-TZVPD basis set.

Values from the calculation:
HOMO-LUMO gap (spin up / spin down), Ha: 0.248 / 0.230
Maximum force, Eh/bohr: 0.0852
E_tot, a.u.: -987.3477
⟨S²⟩: 2.02
Energy relative to the best compared isomer or geometry (same formula, charge and spin), kJ/mol: 35.3
Spin multiplicity: 3

Structure (XYZ):
```
19
C5H7O6P (ωB97M-V with the def2-TZVPD basis set)
C -0.075 -1.084 0.869
C 0.317 0.396 0.679
C -0.292 -1.591 -0.591
C 2.313 -0.262 -0.676
C -0.821 1.168 0.122
O 1.160 -2.027 -2.679
O 1.595 0.572 -0.004
O 3.360 -0.068 -1.256
O 1.032 -1.781 1.412
O -1.245 -1.704 -1.360
O -0.784 2.605 0.081
P 1.466 -1.984 -1.118
H -0.853 -1.066 1.588
H 0.516 0.664 1.716
H -1.724 0.893 0.724
H -0.914 0.892 -0.962
H 1.789 -1.156 1.479
H 0.338 -1.686 -2.876
H 0.117 2.962 0.327
```



Below is a structure of composition C15H31ClP2Pt, with properties calculated with ωB97M-V with the def2-TZVPD basis set.

Values from the calculation:
HOMO-LUMO gap (spin up / spin down), Ha: 0.180 / 0.249
Maximum force, Eh/bohr: 0.1564
E_tot, a.u.: -1851.3606
Charge: +2
⟨S²⟩: 6.02
Energy relative to the best compared isomer or geometry (same formula, charge and spin), kJ/mol: 327.3
Spin multiplicity: 5

Structure (XYZ):
```
50
C15H31ClP2Pt (ωB97M-V with the def2-TZVPD basis set)
P -1.128 -2.835 -3.752
P 0.283 1.005 -5.595
C -1.425 -1.553 -5.047
C -0.501 -0.736 -5.927
H -2.279 -0.976 -4.679
H -1.894 -2.260 -5.765
H 0.276 -1.369 -6.375
H -1.118 -0.441 -6.781
C -0.632 2.057 -7.047
H -0.544 3.152 -6.883
H -1.704 1.822 -7.063
H -0.182 1.838 -8.027
C 1.729 2.115 -6.656
H 1.675 1.974 -7.752
H 2.796 2.003 -6.438
H 1.522 3.186 -6.541
C -2.803 -3.584 -4.039
H -3.103 -4.016 -3.087
H -2.728 -4.396 -4.757
H -3.607 -2.897 -4.354
C 0.444 -3.641 -4.306
H 1.276 -2.909 -4.374
H 0.318 -4.183 -5.265
H 0.788 -4.370 -3.540
Pt -1.562 -2.802 -1.822
C 0.423 3.429 -4.444
C -0.599 2.395 -4.525
C -0.983 1.545 -3.304
C 0.303 0.849 -2.865
C 1.230 0.610 -4.100
C 2.511 1.243 -4.297
C 2.704 2.486 -3.590
C 1.455 3.456 -3.423
C -0.092 -3.239 -0.430
H 0.368 4.257 -5.177
H -1.491 2.826 -5.000
H -1.747 0.816 -3.599
H -1.509 2.170 -2.564
H 0.807 1.472 -2.120
H 0.028 -0.057 -2.302
H 1.148 -0.496 -4.179
H 3.328 0.787 -4.893
H 3.479 3.087 -4.073
H 3.091 2.292 -2.591
H 0.925 3.159 -2.507
H 1.815 4.500 -3.272
H 0.548 -2.360 -0.262
H 0.419 -4.189 -0.615
H -0.617 -3.353 0.529
Cl -3.449 -2.287 -0.669
```



Question: Which value of maximum force does entry 7 give?
Answer: 0.1564 Eh/bohr



What did the fourth record say?
Below is the molecule C5H10N2O2, with properties calculated with ωB97M-V with the def2-TZVPD basis set.

Values from the calculation:
HOMO-LUMO gap, Ha: 0.365
Maximum force, Eh/bohr: 0.0819
E_tot, a.u.: -456.4238
SMILES: CC(C)=NOCC(N)=O
Energy relative to the best compared isomer or geometry (same formula, charge and spin), kJ/mol: 342.3

Structure (XYZ):
```
19
C5H10N2O2 (ωB97M-V with the def2-TZVPD basis set)
C -0.084 0.980 1.739
C -1.180 0.612 0.737
C -2.518 0.338 1.298
N -1.013 0.622 -0.570
O 0.236 1.023 -0.973
C 0.933 0.208 -1.920
C 1.951 -0.722 -1.269
N 1.685 -2.045 -1.282
O 3.097 -0.545 -0.900
H -0.082 0.298 2.573
H -0.376 1.913 2.219
H 0.894 1.196 1.269
H -2.567 0.866 2.261
H -3.264 0.616 0.503
H -2.622 -0.731 1.370
H 0.172 -0.491 -2.369
H 1.532 0.802 -2.670
H 0.747 -2.360 -1.001
H 2.459 -2.580 -1.016
```



Question: What is the E_tot in the first record?
Answer: -2768.9896 a.u.